Below is a structure of composition C33H37ClHfN2 at a distorted geometry, with properties calculated with ωB97M-V/def2-TZVPD.

Results
HOMO-LUMO gap (alpha / beta) = 1.84 / 3.38 eV

The geometry in ORCA input format:
```
! RIJCOSX wB97M-V def2-TZVPD def2/J DEFGRID3
* xyz -2 1
Hf 0.04 -0.45 0.00
Cl -0.08 -0.65 -2.25
C 1.69 0.91 0.17
C 2.86 0.11 0.30
C 4.08 0.73 0.61
C 4.16 2.10 0.81
C 2.99 2.88 0.72
C 1.76 2.29 0.39
H 2.82 -0.98 0.16
H 4.99 0.13 0.70
H 3.08 3.95 0.91
H 0.86 2.90 0.29
C 5.49 2.74 1.08
H 5.37 3.71 1.56
H 6.05 2.90 0.15
H 6.11 2.10 1.72
C 4.03 -6.00 -4.97
N 3.14 -5.08 -4.47
H 5.28 -7.44 -3.87
N 3.95 -6.10 -2.78
H 4.26 -6.14 -6.01
C 2.29 -4.17 -5.25
C 2.61 -4.30 -6.72
C 0.84 -4.53 -4.97
H 2.39 -5.31 -7.09
H 1.97 -3.60 -7.27
H 3.65 -4.04 -6.94
H 1.91 -2.07 -5.29
H 3.60 -2.50 -4.91
H 0.62 -4.46 -3.89
C 2.55 -2.77 -4.74
H 0.63 -5.55 -5.32
H 0.20 -3.83 -5.51
H 2.33 -2.70 -3.67
C 4.54 -6.65 -3.90
C 2.80 -7.01 -0.86
H 2.49 -7.91 -1.40
H 2.93 -7.27 0.20
C 4.14 -6.52 -1.39
H 4.66 -5.56 0.44
C 5.19 -7.61 -1.31
H 6.16 -7.26 -1.69
H 2.04 -6.23 -0.95
H 3.80 -4.50 -0.71
H 4.88 -8.51 -1.85
H 5.32 -7.88 -0.26
C 4.56 -5.28 -0.61
H 5.52 -4.91 -0.98
C 3.09 -5.12 -3.12
C -1.47 0.94 0.40
C -2.30 1.77 0.87
C -3.13 2.69 1.48
C -4.52 2.87 1.07
C -5.29 4.00 1.44
C -6.65 4.09 1.12
C -7.26 3.07 0.38
C -6.49 1.99 -0.07
C -5.14 1.91 0.24
C -2.57 3.40 2.63
C -3.36 3.82 3.73
C -2.77 4.41 4.85
C -1.39 4.61 4.89
C -0.59 4.21 3.81
C -1.18 3.60 2.71
H -4.81 4.81 1.98
H -7.23 4.95 1.47
H -8.33 3.12 0.16
H -6.97 1.20 -0.66
H -4.52 1.09 -0.12
H -4.44 3.64 3.70
H -3.40 4.71 5.69
H -0.93 5.08 5.77
H 0.48 4.37 3.83
H -0.57 3.25 1.87
*
```


Below is a structure of composition C33H37ClO2ReSi2 at a distorted geometry, with properties calculated with ωB97M-V/def2-TZVPD.

Results
HOMO-LUMO gap (alpha / beta) = 5.65 / 3.23 eV

The geometry in ORCA input format:
```
! RIJCOSX wB97M-V def2-TZVPD def2/J DEFGRID3
* xyz 2 4
C -1.32 -0.65 5.44
C -2.19 -0.10 4.43
C -2.25 -1.03 3.34
H -2.79 0.80 4.53
C -1.40 -2.17 3.67
C -0.85 -1.92 4.98
H -0.26 -2.61 5.57
H -1.08 -0.20 6.40
H -2.91 -0.96 2.48
H -1.29 -3.09 3.11
Re -0.31 -0.41 3.54
Si 1.98 0.09 -3.20
C 1.48 1.61 -4.18
C 2.22 2.11 -5.26
H 3.17 1.64 -5.52
C 1.72 3.18 -6.02
H 2.29 3.55 -6.88
C 0.49 3.77 -5.69
H 0.09 4.62 -6.28
C -0.26 3.27 -4.61
H -1.23 3.71 -4.35
C 0.24 2.18 -3.87
H -0.36 1.76 -3.06
C 1.78 -1.36 -4.38
C 0.77 -1.27 -5.36
H 0.33 -0.30 -5.60
C 0.28 -2.42 -5.99
H -0.54 -2.34 -6.72
C 0.82 -3.68 -5.69
H 0.39 -4.59 -6.13
C 1.94 -3.75 -4.84
H 2.42 -4.72 -4.67
C 2.43 -2.59 -4.21
H 3.30 -2.66 -3.55
H 0.88 -0.04 -2.23
Si -0.02 -0.03 1.18
C -0.68 -1.64 0.40
C -1.84 -1.64 -0.37
H -2.33 -0.69 -0.59
C -2.35 -2.85 -0.86
H -3.24 -2.81 -1.50
C -1.73 -4.06 -0.57
H -2.10 -5.00 -1.01
C -0.59 -4.06 0.25
H -0.10 -5.00 0.50
C -0.07 -2.85 0.73
H 0.82 -2.85 1.37
C -1.13 1.35 0.47
C -2.38 1.67 1.01
H -2.78 1.10 1.86
C -3.14 2.72 0.48
H -4.10 3.00 0.90
C -2.67 3.45 -0.62
H -3.24 4.27 -1.06
C -1.43 3.12 -1.17
H -1.06 3.67 -2.03
C -0.66 2.09 -0.61
H 0.33 1.86 -1.03
H 3.19 0.19 -2.27
Cl 1.92 0.33 0.61
C -0.64 2.55 4.79
O 0.21 1.70 3.98
C 1.66 2.04 4.08
C 2.41 0.86 4.61
O 1.74 -0.36 4.14
C 2.16 -1.48 4.97
H -1.66 2.42 4.45
H -0.54 2.26 5.85
H -0.33 3.59 4.63
H 1.98 2.31 3.07
H 1.78 2.86 4.80
H 3.43 0.84 4.21
H 2.42 0.87 5.71
H 1.94 -1.28 6.03
H 3.24 -1.61 4.81
H 1.62 -2.36 4.62
*
```


Below is a structure of composition C33H37MoN5OSSi, with properties calculated with ωB97M-V/def2-TZVPD.

Results
HOMO-LUMO gap (alpha / beta) = 6.75 / 7.04 eV
energy relative to the best compared isomer or geometry (same formula, charge and spin) = 5.0 kcal per mole

The geometry in ORCA input format:
```
! RIJCOSX wB97M-V def2-TZVPD def2/J DEFGRID3
* xyz 2 3
Mo 0.23 0.19 0.04
N 1.59 0.44 1.80
C 1.10 1.52 2.71
C -0.40 1.41 2.84
N -1.00 1.43 1.48
H 1.53 -0.45 2.29
H 2.58 0.57 1.61
H 1.37 2.48 2.26
H 1.59 1.46 3.68
H -0.78 2.23 3.45
H -0.68 0.47 3.32
H -0.97 2.39 1.12
H -1.98 1.18 1.55
S -2.17 -3.57 1.02
C -1.22 -3.27 2.40
C -0.44 -2.16 2.26
C -0.60 -1.51 0.99
C -1.53 -2.20 0.24
C -1.82 -1.75 -1.12
C -2.69 -2.37 -2.01
C -2.79 -1.87 -3.29
C -2.01 -0.79 -3.67
C -1.18 -0.21 -2.74
N -1.09 -0.67 -1.47
H -1.27 -3.94 3.25
H 0.21 -1.84 3.07
H -3.26 -3.22 -1.68
H -3.47 -2.33 -4.00
H -2.05 -0.38 -4.67
H -0.57 0.64 -2.99
N 5.74 1.42 -2.69
C 4.93 0.64 -2.49
C 3.87 -0.29 -2.22
C 3.82 -1.56 -2.79
C 2.76 -2.39 -2.49
C 1.77 -1.94 -1.64
N 1.80 -0.71 -1.09
C 2.85 0.09 -1.37
H 4.61 -1.89 -3.46
H 2.69 -3.39 -2.90
H 0.92 -2.55 -1.38
H 2.85 1.08 -0.92
C 0.26 5.24 -3.38
C 0.69 3.84 -2.90
C 2.07 3.96 -2.26
C 0.78 2.87 -4.09
Si -0.54 3.21 -1.63
O 0.10 1.77 -0.99
C -2.24 2.78 -2.27
C -3.08 1.99 -1.47
C -4.38 1.69 -1.85
C -4.88 2.17 -3.05
C -4.07 2.94 -3.87
C -2.77 3.25 -3.48
C -0.71 4.34 -0.16
C 0.36 4.53 0.73
C 0.26 5.38 1.82
C -0.93 6.07 2.04
C -2.00 5.91 1.17
C -1.89 5.05 0.08
H 1.05 5.65 -4.02
H 0.12 5.93 -2.55
H -0.65 5.23 -3.97
H 2.80 4.29 -3.01
H 2.43 3.01 -1.86
H 2.09 4.70 -1.46
H 1.45 3.28 -4.86
H -0.19 2.69 -4.57
H 1.19 1.90 -3.79
H -2.72 1.60 -0.53
H -5.01 1.09 -1.20
H -5.89 1.94 -3.35
H -4.45 3.32 -4.81
H -2.17 3.86 -4.14
H 1.30 4.02 0.55
H 1.10 5.53 2.48
H -1.01 6.75 2.88
H -2.92 6.45 1.34
H -2.74 4.93 -0.58
*
```


Below is a structure of composition C33H37N2O3PRhSi at a distorted geometry, with properties calculated with ωB97M-V/def2-TZVPD.

Results
HOMO-LUMO gap = 6.92 eV
energy relative to the best compared isomer or geometry (same formula, charge and spin) = 17.5 kcal per mole

The geometry in ORCA input format:
```
! RIJCOSX wB97M-V def2-TZVPD def2/J DEFGRID3
* xyz -1 1
Rh 0.79 0.69 0.73
N 3.09 -0.21 0.89
C 3.85 0.95 1.37
C 3.12 1.49 2.59
O 3.76 1.88 3.57
N 1.80 1.41 2.47
C 1.02 1.18 3.66
C 0.51 -0.26 3.58
O 0.26 -0.88 4.62
O 0.37 -0.70 2.37
H 2.96 -0.90 1.62
H 3.57 -0.67 0.12
H 3.87 1.72 0.59
H 4.87 0.72 1.65
H 0.10 1.77 3.69
H 1.59 1.29 4.57
C -3.04 -0.39 -0.81
C -2.55 -1.65 -1.44
C -3.50 -2.54 -1.96
C -3.14 -3.72 -2.57
C -1.80 -4.05 -2.68
C -0.84 -3.18 -2.18
C -1.20 -1.98 -1.56
P 0.14 -0.82 -1.03
C 1.52 -2.02 -0.91
C 1.44 -2.78 0.27
C 2.41 -3.71 0.59
C 3.49 -3.89 -0.26
C 3.58 -3.14 -1.43
C 2.60 -2.20 -1.78
C 2.76 -1.46 -3.08
C 0.25 0.25 -2.50
C -0.40 0.02 -3.71
C -0.52 1.04 -4.65
C -0.03 2.30 -4.34
C 0.62 2.53 -3.13
C 0.83 1.50 -2.22
C 1.63 1.67 -0.98
H -3.73 -0.61 0.01
H -3.58 0.22 -1.54
H -2.23 0.21 -0.41
H -4.55 -2.27 -1.87
H -3.90 -4.38 -2.97
H -1.49 -4.97 -3.16
H 0.20 -3.45 -2.27
H 0.63 -2.59 0.96
H 2.33 -4.28 1.51
H 4.27 -4.61 -0.02
H 4.43 -3.28 -2.09
H 3.71 -1.71 -3.54
H 2.72 -0.38 -2.95
H 1.96 -1.72 -3.78
H -0.83 -0.95 -3.92
H -1.01 0.85 -5.59
H -0.16 3.11 -5.05
H 1.00 3.52 -2.90
H 1.91 2.71 -0.81
H 2.51 1.03 -0.98
C -0.41 4.05 1.70
Si -0.87 2.34 1.09
C -2.00 2.69 -0.41
C -2.05 1.66 2.43
C -2.51 2.47 3.48
C -3.33 1.97 4.48
C -3.71 0.63 4.47
C -3.25 -0.19 3.45
C -2.44 0.32 2.45
H -1.30 4.69 1.71
H 0.33 4.52 1.03
H 0.04 4.03 2.70
H -3.04 2.54 -0.14
H -1.77 2.06 -1.27
H -1.87 3.73 -0.73
H -2.22 3.51 3.52
H -3.67 2.61 5.28
H -4.32 0.22 5.26
H -3.51 -1.25 3.44
H -2.06 -0.35 1.69
*
```


Below is a structure of composition C33H37N6OTi, with properties calculated with ωB97M-V/def2-TZVPD.

Results
HOMO-LUMO gap = 6.59 eV
energy relative to the best compared isomer or geometry (same formula, charge and spin) = 18.4 kcal per mole

The geometry in ORCA input format:
```
! RIJCOSX wB97M-V def2-TZVPD def2/J DEFGRID3
* xyz 1 1
Ti -0.23 -0.34 0.44
C -0.57 3.50 2.61
C 0.47 2.37 2.76
C -0.22 1.04 3.10
N 0.27 -0.12 2.36
C 1.09 -1.01 2.92
C 1.73 -0.80 4.15
C 2.46 -1.65 4.96
C 2.76 -2.99 4.79
C 2.50 -3.74 3.66
C 1.95 -3.34 2.44
C 1.40 -2.14 2.03
N 1.02 -1.91 0.74
C 1.87 -2.45 -0.32
C 3.04 -1.50 -0.64
C 2.80 -0.10 -0.10
N 1.48 0.45 -0.40
C 1.32 1.43 -1.28
C 2.29 1.75 -2.26
C 2.30 2.70 -3.25
C 1.36 3.68 -3.56
C 0.18 3.90 -2.90
C -0.39 3.23 -1.82
C 0.05 2.14 -1.08
N -0.68 1.59 -0.07
C -1.74 2.42 0.51
C -1.19 3.67 1.22
H -0.11 4.45 2.87
H -1.36 3.34 3.34
H 1.18 2.63 3.54
H 1.05 2.26 1.83
H -1.28 1.13 2.87
H -0.18 0.85 4.17
H 1.63 0.21 4.54
H 2.82 -1.20 5.87
H 3.27 -3.49 5.60
H 2.80 -4.78 3.70
H 1.93 -4.12 1.69
H 1.27 -2.59 -1.22
H 2.25 -3.44 -0.06
H 3.19 -1.47 -1.72
H 3.97 -1.87 -0.20
H 3.58 0.59 -0.43
H 2.87 -0.12 0.99
H 3.15 1.09 -2.26
H 3.18 2.68 -3.88
H 1.59 4.33 -4.40
H -0.42 4.72 -3.29
H -1.33 3.65 -1.50
H -2.31 1.80 1.21
H -2.47 2.72 -0.25
H -2.00 4.39 1.30
H -0.44 4.13 0.56
C -3.15 -2.75 0.44
C -3.75 -1.71 -0.34
C -3.30 -0.51 0.12
C -2.33 -0.74 1.18
C -2.32 -2.18 1.37
H -3.33 -3.81 0.32
H -4.44 -1.86 -1.16
H -3.60 0.47 -0.25
H -2.34 -0.10 2.06
H -1.79 -2.71 2.16
N -2.40 1.06 -4.67
C -1.94 -0.19 -4.94
O -1.79 -0.61 -6.06
C -1.63 -1.05 -3.75
C -1.74 -2.43 -3.87
C -1.44 -3.22 -2.77
C -0.99 -2.60 -1.61
N -0.83 -1.28 -1.50
C -1.17 -0.52 -2.56
H -2.70 1.61 -5.45
H -2.79 1.28 -3.77
H -2.07 -2.86 -4.81
H -1.53 -4.29 -2.80
H -0.74 -3.18 -0.74
H -1.05 0.54 -2.45
*
```


Below is a structure of composition C33H38BIN8O3V at a distorted geometry, with properties calculated with ωB97M-V/def2-TZVPD.

Results
HOMO-LUMO gap (alpha / beta) = 6.33 / 8.31 eV

The geometry in ORCA input format:
```
! RIJCOSX wB97M-V def2-TZVPD def2/J DEFGRID3
* xyz 0 4
V -6.27 -8.44 16.74
C -3.43 -10.88 17.96
C -3.71 -9.52 18.51
C -2.93 -8.95 19.53
C -3.46 -7.66 19.73
C -2.94 -6.63 20.72
N -4.47 -7.47 18.83
N -4.73 -8.69 18.20
B -4.58 -6.14 18.08
N -6.07 -5.83 17.68
N -7.06 -6.93 17.78
C -8.27 -6.39 17.79
C -9.51 -7.22 17.90
C -8.15 -4.99 17.64
C -6.80 -4.71 17.50
C -6.17 -3.39 17.30
N -3.90 -6.27 16.67
N -4.48 -7.31 15.88
C -3.62 -7.72 14.96
C -3.93 -8.73 13.90
C -2.43 -6.96 15.08
C -2.66 -6.05 16.12
C -1.86 -4.84 16.53
H -2.73 -11.34 18.59
H -3.19 -10.70 16.92
H -4.32 -11.51 17.92
H -2.05 -9.30 20.11
H -2.56 -7.21 21.59
H -3.76 -5.99 21.07
H -2.16 -6.00 20.25
H -3.96 -5.26 18.73
H -9.27 -8.20 18.24
H -9.99 -7.27 16.90
H -10.17 -6.67 18.52
H -8.93 -4.26 17.49
H -5.37 -3.24 18.03
H -7.02 -2.69 17.49
H -5.75 -3.26 16.26
H -5.06 -8.83 13.80
H -3.41 -9.72 14.10
H -3.61 -8.39 12.90
H -1.40 -7.03 14.64
H -0.95 -4.68 15.93
H -1.71 -4.82 17.61
H -2.59 -4.05 16.27
I -8.12 -12.12 24.09
C -7.86 -11.87 21.98
C -7.25 -10.69 21.48
C -7.26 -10.46 20.11
C -7.65 -11.48 19.20
C -8.25 -12.66 19.70
C -8.27 -12.86 21.09
C -7.78 -11.12 17.74
O -8.49 -11.94 17.13
O -7.27 -9.96 17.41
H -6.84 -9.86 22.05
H -6.92 -9.57 19.66
H -8.74 -13.38 19.01
H -8.64 -13.85 21.47
C -10.71 -6.59 12.08
N -9.88 -7.37 13.00
N -8.58 -6.99 13.41
C -8.20 -7.78 14.53
O -6.98 -7.78 14.91
C -9.35 -8.59 14.82
C -10.36 -8.22 13.98
C -11.75 -8.70 13.91
C -7.64 -6.33 12.56
C -6.74 -5.40 13.17
C -5.67 -4.90 12.43
C -5.67 -5.12 11.08
C -6.69 -5.82 10.43
C -7.59 -6.54 11.17
H -11.24 -7.34 11.44
H -10.08 -6.02 11.36
H -11.38 -5.88 12.58
H -9.40 -9.33 15.59
H -11.96 -9.29 14.81
H -12.03 -9.29 13.04
H -12.44 -7.87 13.83
H -6.70 -5.17 14.26
H -4.91 -4.27 12.94
H -4.86 -4.77 10.48
H -6.65 -5.85 9.38
H -8.31 -7.26 10.70
*
```


Record-wise energy values, in a.u.: -1897.251220; -2546.941553; -2384.220272; -2356.486561; -2532.766085; -3210.706065